Formula: AlH4O2
Source: the Open Molecules 2025 dataset
Level of theory: ωB97M-V with the def2-TZVPD basis set

Geometry as XYZ:
```
7
Properties=species:S:1:pos:R:3
Al 27.98 1.04 20.86
O 25.17 1.33 19.90
H 24.61 2.06 20.14
H 24.58 0.70 19.48
O 29.39 3.66 20.76
H 28.98 4.34 20.23
H 30.16 4.08 21.15
```

Charge: +3
Relative energy (zero: lowest compared OMol25 entry of this formula, charge and spin) (kJ/mol): 326.5

Listed below, in e, are the Mulliken charges computed for each atom: atom 1 (Al): 1.894, atom 2 (O): -0.309, atom 3 (H): 0.437, atom 4 (H): 0.431, atom 5 (O): -0.311, atom 6 (H): 0.436, atom 7 (H): 0.422

=====

Formula: C2H6N2O2S
Source: the Open Molecules 2025 dataset
Level of theory: ωB97M-V with the def2-TZVPD basis set

Geometry as XYZ:
```
13
Properties=species:S:1:pos:R:3
N -0.32 -1.93 -0.18
C 0.62 -1.36 0.16
C 1.74 -0.51 0.50
N 1.59 0.82 -0.06
H 2.66 -0.97 0.13
H 1.80 -0.43 1.59
H 1.61 0.78 -1.07
H 0.70 1.22 0.22
O -2.70 -0.62 -0.58
S -2.45 0.48 0.57
O -1.39 1.57 -0.12
H -2.01 -1.32 -0.56
H -1.86 2.26 -0.60
```

Charge: 0
SMILES: N#CCN.OSO
Relative energy (zero: lowest compared OMol25 entry of this formula, charge and spin) (kJ/mol): 150.0

Listed below, in e, are the Mulliken charges computed for each atom: atom 1 (N): -0.568, atom 2 (C): 0.462, atom 3 (C): -0.472, atom 4 (N): -0.575, atom 5 (H): 0.307, atom 6 (H): 0.261, atom 7 (H): 0.264, atom 8 (H): 0.296, atom 9 (O): -0.434, atom 10 (S): 0.143, atom 11 (O): -0.489, atom 12 (H): 0.475, atom 13 (H): 0.330

=====

Formula: C37H34Cl2MoN3O7S2Sb2
Source: the Open Molecules 2025 dataset
Level of theory: ωB97M-V with the def2-TZVPD basis set

Geometry as XYZ:
```
88
Properties=species:S:1:pos:R:3
Mo 0.57 1.36 0.35
O 0.28 3.60 2.87
S 0.15 3.81 1.47
O -0.42 4.99 0.95
O 1.36 3.27 0.71
O -0.81 2.48 0.96
C 0.45 -2.63 1.03
C 0.35 -2.49 2.55
C 1.27 -1.45 3.18
Sb 0.70 0.60 3.06
C 1.75 1.32 4.72
C 2.91 0.68 5.13
C 3.53 1.05 6.32
C 2.97 2.06 7.09
C 1.81 2.70 6.68
C 1.19 2.34 5.49
C -1.23 0.51 3.89
C -2.31 1.28 3.48
C -3.51 1.20 4.16
C -3.64 0.35 5.25
C -2.56 -0.42 5.67
C -1.35 -0.32 5.00
Sb -0.62 -1.14 -0.04
C -0.39 -1.74 -2.04
C -1.47 -1.63 -2.90
C -1.34 -2.07 -4.22
C -0.14 -2.60 -4.67
C 0.95 -2.67 -3.82
C 0.83 -2.24 -2.50
C -2.56 -1.77 0.39
C -2.92 -3.01 -0.15
C -4.17 -3.54 0.16
C -5.04 -2.85 0.98
C -4.68 -1.62 1.51
C -3.44 -1.07 1.21
H -0.04 -3.54 0.70
H 1.49 -2.67 0.70
H 0.62 -3.46 2.98
H -0.69 -2.32 2.85
H 2.29 -1.55 2.78
H 1.35 -1.63 4.25
H 3.35 -0.12 4.54
H 4.43 0.56 6.63
H 3.45 2.36 8.01
H 1.38 3.48 7.28
H 0.29 2.84 5.19
H -2.22 1.96 2.64
H -4.35 1.81 3.85
H -4.58 0.28 5.78
H -2.66 -1.07 6.52
H -0.51 -0.90 5.37
H -2.44 -1.27 -2.56
H -2.20 -2.03 -4.88
H -0.04 -2.96 -5.68
H 1.88 -3.07 -4.20
H 1.68 -2.36 -1.84
H -2.26 -3.55 -0.81
H -4.45 -4.50 -0.26
H -6.01 -3.27 1.21
H -5.36 -1.08 2.14
H -3.17 -0.11 1.62
Cl 3.99 2.08 2.00
C 4.35 0.93 0.77
Cl 2.85 0.00 0.25
H 5.01 0.14 1.11
H 4.69 1.41 -0.15
O 2.62 -1.66 -6.88
S 2.35 -1.05 -8.18
O 1.47 -1.81 -9.04
O 3.47 -0.39 -8.79
C 1.30 0.35 -7.70
N 0.47 0.92 -8.56
C -0.32 1.87 -8.12
C -0.35 2.30 -6.78
C 0.58 1.66 -5.98
N 1.40 0.72 -6.44
C 0.72 1.81 -4.50
C 1.93 1.43 -3.91
C 2.01 1.30 -2.55
N 0.95 1.50 -1.75
C -0.19 1.96 -2.30
C -0.33 2.15 -3.66
H -0.98 2.33 -8.85
H -1.02 3.07 -6.45
H 2.76 1.18 -4.54
H 2.93 0.98 -2.08
H -1.03 2.15 -1.63
H -1.28 2.49 -4.04
```

2S+1: 3
Charge: +1
Relative energy (zero: lowest compared OMol25 entry of this formula, charge and spin) (kJ/mol): 10.8

Listed below, in e, are the Mulliken charges computed for each atom: atom 1 (Mo): 0.229, atom 2 (O): -0.408, atom 3 (S): 1.178, atom 4 (O): -0.590, atom 5 (O): -0.643, atom 6 (O): -0.594, atom 7 (C): -1.050, atom 8 (C): -0.902, atom 9 (C): -1.130, atom 10 (Sb): 1.241, atom 11 (C): 0.583, atom 12 (C): -0.316, atom 13 (C): -0.656, atom 14 (C): -0.544, atom 15 (C): -0.692, atom 16 (C): -0.463, atom 17 (C): 1.511, atom 18 (C): -1.083, atom 19 (C): -0.412, atom 20 (C): -0.639, atom 21 (C): -0.763, atom 22 (C): -0.608, atom 23 (Sb): 1.591, atom 24 (C): 0.742, atom 25 (C): -0.617, atom 26 (C): -0.808, atom 27 (C): -0.525, atom 28 (C): -0.635, atom 29 (C): -0.508, atom 30 (C): 0.553, atom 31 (C): -0.645, atom 32 (C): -0.741, atom 33 (C): -0.541, atom 34 (C): -0.596, atom 35 (C): -0.350, atom 36 (H): 0.551, atom 37 (H): 0.601, atom 38 (H): 0.549, atom 39 (H): 0.227, atom 40 (H): 0.583, atom 41 (H): 0.699, atom 42 (H): 0.303, atom 43 (H): 0.434, atom 44 (H): 0.412, atom 45 (H): 0.428, atom 46 (H): 0.407, atom 47 (H): 0.304, atom 48 (H): 0.455, atom 49 (H): 0.426, atom 50 (H): 0.467, atom 51 (H): 0.316, atom 52 (H): 0.524, atom 53 (H): 0.448, atom 54 (H): 0.418, atom 55 (H): 0.441, atom 56 (H): 0.321, atom 57 (H): 0.391, atom 58 (H): 0.424, atom 59 (H): 0.406, atom 60 (H): 0.461, atom 61 (H): 0.333, atom 62 (Cl): -0.007, atom 63 (C): -0.607, atom 64 (Cl): -0.107, atom 65 (H): 0.459, atom 66 (H): 0.421, atom 67 (O): -0.624, atom 68 (S): 1.193, atom 69 (O): -0.680, atom 70 (O): -0.666, atom 71 (C): -0.024, atom 72 (N): -0.449, atom 73 (C): -0.340, atom 74 (C): -0.752, atom 75 (C): 0.280, atom 76 (N): -0.214, atom 77 (C): 1.177, atom 78 (C): -0.960, atom 79 (C): -0.391, atom 80 (N): 0.368, atom 81 (C): -0.344, atom 82 (C): -1.031, atom 83 (H): 0.424, atom 84 (H): 0.450, atom 85 (H): 0.540, atom 86 (H): 0.366, atom 87 (H): 0.620, atom 88 (H): 0.403